A gas-phase ion, C2H6N2 (charge +1), computed with wB97M-V/def2-TZVPD.

Each line ends with the Löwdin charge.
Element x y z (Å)
C  0.48  -1.26  -0.46  -0.02
N  0.61  0.15  -0.09  0.06
C  -0.39  0.76  0.48  -0.15
N  -0.76  2.02  0.32  0.31
H  1.44  -1.75  -0.59  0.10
H  -0.12  -1.44  -1.35  0.11
H  -0.01  -1.84  0.32  0.11
H  0.99  0.74  -0.82  0.18
H  -1.11  0.13  1.03  0.18
H  -1.11  2.51  1.16  0.13

Its expectation value of S² is 0.756. As for the calculated total energy: -188.962349 Eh. The energy relative to the best compared isomer or geometry (same formula, charge and spin) is 1.015 eV. Its molar mass is 58.1 g mol⁻¹. The LUMO energy (alpha / beta) is -4.86 / -8.33 eV. Its multiplicity is 2. As for the total charge: +1.